The following is a quantum chemistry calculation of a molecular structure, C19H45AsGaN2O5Si3, from OMol25.

Values from the calculation:
Gap between HOMO and LUMO: 7.256 eV
Energy above the lowest of the compared OMol25 structures with the same formula, charge and spin: 198.2 kJ/mol
Lowest unoccupied orbital energy: -10.0677 eV

The geometry in ORCA input format:
```
! wB97M-V def2-TZVPD RIJCOSX def2/J DEFGRID3
* xyz 3 1
Ga -0.716 -0.022 0.443
O -3.838 2.304 2.301
C -3.242 1.384 1.613
O -2.140 1.531 1.083
C -4.055 0.121 1.482
O -3.272 -0.930 0.974
C -3.053 -1.997 1.899
C -1.679 -1.915 2.565
O -1.424 -2.540 3.552
O -0.815 -1.135 1.928
H -3.347 3.140 2.376
H -4.494 -0.106 2.455
H -4.881 0.332 0.795
H -3.812 -2.028 2.679
H -3.101 -2.933 1.339
C -4.037 -0.044 -3.470
C -3.423 0.076 -2.053
N -1.957 0.166 -2.134
C -1.437 -0.997 -2.869
C -1.947 -0.992 -4.330
N -2.931 0.126 -4.463
C -2.251 1.441 -4.242
C -1.586 1.400 -2.844
H -4.791 0.720 -3.648
H -4.498 -1.017 -3.632
H -3.686 -0.787 -1.443
H -3.789 0.970 -1.548
H -1.754 -1.898 -2.344
H -0.348 -0.963 -2.856
H -2.439 -1.928 -4.588
H -1.140 -0.832 -5.043
H -3.321 0.113 -5.407
H -3.001 2.227 -4.312
H -1.522 1.605 -5.033
H -1.901 2.253 -2.245
H -0.500 1.432 -2.930
C 3.795 1.110 3.399
Si 1.980 0.621 3.431
C 0.811 2.089 3.538
C 1.646 -0.888 4.469
As 1.813 -0.032 0.983
Si 2.406 1.786 -0.604
C 1.045 3.076 -0.349
C 4.139 2.312 -0.115
C 2.310 1.055 -2.342
Si 2.496 -2.420 0.551
C 2.131 -2.585 -1.289
C 4.321 -2.243 0.961
C 1.474 -3.547 1.635
H 4.131 1.337 4.414
H 3.974 1.996 2.790
H 4.423 0.300 3.024
H 0.664 2.379 4.581
H -0.168 1.846 3.120
H 1.212 2.955 3.010
H 1.501 -0.590 5.511
H 2.497 -1.570 4.449
H 0.753 -1.438 4.179
H 1.375 3.871 0.320
H 0.132 2.648 0.073
H 0.784 3.553 -1.296
H 4.121 3.000 0.730
H 4.630 2.829 -0.941
H 4.762 1.457 0.153
H 1.433 0.417 -2.475
H 3.198 0.466 -2.574
H 2.269 1.861 -3.078
H 2.654 -1.823 -1.868
H 1.059 -2.507 -1.484
H 2.463 -3.559 -1.655
H 4.759 -1.375 0.463
H 4.873 -3.125 0.629
H 4.486 -2.148 2.035
H 0.469 -3.678 1.230
H 1.374 -3.179 2.656
H 1.937 -4.535 1.687
*
```



The following is a quantum chemistry calculation of C4H6O in the gas phase, from OMol25.

Values from the calculation:
Gap between HOMO and LUMO: 10.774 eV
Energy above the lowest of the compared OMol25 structures with the same formula, charge and spin: 146.1 kJ/mol
SMILES: C=C[C@H]1CO1
Lowest unoccupied orbital energy: 1.1595 eV

The geometry in ORCA input format:
```
! wB97M-V def2-TZVPD RIJCOSX def2/J DEFGRID3
* xyz 0 1
C 0.776 -0.170 -1.624
C 0.691 -0.876 -0.489
C -0.278 -0.462 0.491
C -0.156 0.706 1.319
H 0.176 0.772 -1.676
H 1.474 -0.419 -2.469
H 1.338 -1.763 -0.377
H -0.827 -1.234 0.996
H 0.768 1.232 1.161
H -0.650 0.763 2.328
O -1.059 0.683 0.232
*
```



The following is a quantum chemistry calculation of a molecular structure, C21H30BN12V, from OMol25.

Values from the calculation:
Gap between HOMO and LUMO (alpha / beta): 4.449 / 5.374 eV
⟨S²⟩: 0.810
Lowest unoccupied orbital energy (alpha / beta): -12.3546 / -11.4331 eV

The geometry in ORCA input format:
```
! wB97M-V def2-TZVPD RIJCOSX def2/J DEFGRID3
* xyz 3 2
V 0.082 -0.179 0.808
C 0.563 -1.620 -2.450
C 0.332 -0.169 -2.233
C 0.285 0.843 -3.149
C 0.050 2.025 -2.422
N -0.042 1.738 -1.139
N 0.136 0.384 -0.970
B -0.284 2.715 0.083
N 0.956 2.494 1.014
C 1.826 3.282 1.622
C 2.652 2.510 2.467
C 2.232 1.218 2.341
C 2.727 -0.039 2.962
N 1.177 1.200 1.432
N -1.505 2.123 0.854
C -2.558 2.712 1.402
C -3.307 1.766 2.109
C -2.639 0.574 1.978
C -2.999 -0.760 2.529
N -1.515 0.790 1.206
N -0.484 4.094 -0.359
C -1.537 4.649 -1.048
C -1.130 5.853 -1.525
C 0.230 5.981 -1.117
C 1.155 7.118 -1.382
N 0.616 4.917 -0.443
H 0.544 -1.832 -3.516
H -0.217 -2.225 -1.981
H 1.540 -1.921 -2.068
H 0.400 0.756 -4.217
H -0.054 3.046 -2.763
H 1.818 4.342 1.409
H 3.455 2.878 3.084
H 3.385 0.193 3.796
H 3.299 -0.630 2.243
H 1.908 -0.648 3.356
H -2.724 3.772 1.276
H -4.221 1.940 2.652
H -3.845 -0.654 3.204
H -2.179 -1.207 3.092
H -3.296 -1.439 1.727
H -2.489 4.148 -1.141
H -1.713 6.568 -2.081
H 0.660 8.068 -1.183
H 1.462 7.122 -2.428
H 2.044 7.045 -0.761
C -1.104 -5.939 -1.273
C 0.351 -6.146 -0.869
C 1.326 -5.601 -1.905
C 0.639 -5.602 0.529
N 0.385 -4.134 0.635
C -0.777 -3.503 0.874
N -0.522 -2.215 0.923
N 0.809 -2.107 0.699
N 1.356 -3.246 0.508
H -1.310 -6.456 -2.209
H -1.330 -4.880 -1.453
H -1.802 -6.329 -0.529
H 0.528 -7.220 -0.756
H 1.164 -4.533 -2.081
H 1.180 -6.108 -2.857
H 2.364 -5.749 -1.607
H 1.682 -5.728 0.814
H -0.002 -6.056 1.284
H -1.732 -3.990 1.004
*
```



The following is a quantum chemistry calculation of a molecular structure, CH3BrNO3S, from OMol25.

Values from the calculation:
Gap between HOMO and LUMO (alpha / beta): 8.101 / 8.100 eV
Energy above the lowest of the compared OMol25 structures with the same formula, charge and spin: 257.8 kJ/mol
Lowest unoccupied orbital energy (alpha / beta): 3.2348 / 3.2350 eV

The geometry in ORCA input format:
```
! wB97M-V def2-TZVPD RIJCOSX def2/J DEFGRID3
* xyz -1 1
C -0.088 0.395 -0.784
N 2.780 -0.031 1.407
O -2.600 0.735 -0.740
O -1.473 0.236 1.351
O -1.790 -1.539 -0.313
S -1.656 -0.140 -0.039
Br 1.120 -0.513 0.686
H -0.106 0.008 -1.751
H 0.244 1.461 -0.808
H 3.569 -0.611 0.990
*
```



The following is a quantum chemistry calculation of C8H6N2O5 in the gas phase, from OMol25.

Values from the calculation:
Gap between HOMO and LUMO (alpha / beta): 8.337 / 8.335 eV
Energy above the lowest of the compared OMol25 structures with the same formula, charge and spin: 657.8 kJ/mol
SMILES: O=[N+]([O-])C1=[N+]([O-])O[C@H](c2ccccc2)O1
Lowest unoccupied orbital energy (alpha / beta): -1.0149 / -1.0188 eV

The geometry in ORCA input format:
```
! wB97M-V def2-TZVPD RIJCOSX def2/J DEFGRID3
* xyz 0 1
C 2.603 -1.346 -1.411
C 2.206 -0.064 -1.176
C 1.918 -2.398 -0.763
C 1.063 0.258 -0.398
C 0.756 -2.072 -0.015
C 0.375 -0.779 0.219
C -0.838 -0.457 0.929
C -2.250 1.298 0.737
N -2.367 2.551 -0.036
N -1.631 1.473 1.916
O -1.887 2.556 -1.150
O -2.838 3.580 0.332
O -0.817 0.328 2.067
O -1.891 2.202 2.877
O -2.053 0.134 0.118
H 3.468 -1.491 -2.073
H 2.776 0.723 -1.788
H 2.012 -3.413 -1.051
H 0.700 1.241 -0.544
H 0.053 -2.921 0.008
H -1.359 -1.403 1.204
*
```



The following is a quantum chemistry calculation of a molecular structure, C29H29BeBrNO3, from OMol25.

Values from the calculation:
Gap between HOMO and LUMO: 5.260 eV
Lowest unoccupied orbital energy: 2.2756 eV

The geometry in ORCA input format:
```
! wB97M-V def2-TZVPD RIJCOSX def2/J DEFGRID3
* xyz -1 1
C -0.856 2.926 1.431
C -2.054 2.263 0.945
C -2.185 1.069 1.655
H -2.820 2.653 0.248
C -1.100 0.972 2.592
C -0.419 2.198 2.596
H -0.871 0.074 3.141
C 0.351 2.564 -2.116
C -1.069 2.653 -2.115
C -1.592 1.349 -2.309
H -1.650 3.560 -1.966
C -0.494 0.437 -2.439
C 0.699 1.196 -2.315
H -2.988 0.357 1.548
H 0.448 2.432 3.264
H -0.629 4.046 1.070
H 1.707 0.789 -2.397
H -2.647 1.079 -2.363
H 1.044 3.401 -2.078
Be 0.796 3.267 0.443
C -0.557 -1.048 -2.771
C 0.027 -1.180 -4.211
C -2.013 -1.527 -2.759
H -0.571 -0.624 -4.958
H 0.048 -2.241 -4.503
H 1.059 -0.792 -4.254
H -2.618 -1.004 -3.516
H -2.455 -1.344 -1.769
H -2.048 -2.604 -2.967
C 0.315 -1.932 -1.833
C -0.274 -2.384 -0.499
H 1.229 -1.346 -1.667
H 0.610 -2.825 -2.393
O -0.281 -1.618 0.479
N -0.846 -3.589 -0.162
C -1.062 -3.582 1.347
H -0.607 -4.448 -0.624
C -2.372 -2.937 1.818
C -2.525 -2.357 3.101
H -1.665 -2.304 3.782
C -3.771 -1.867 3.516
H -3.881 -1.413 4.506
C -4.887 -1.969 2.673
H -5.861 -1.617 3.009
C -4.737 -2.527 1.403
H -5.584 -2.607 0.723
C -3.487 -3.005 0.985
H -3.352 -3.462 0.003
H -0.293 -2.932 1.783
H -0.973 -4.606 1.699
Br 3.988 -0.899 0.519
C 4.822 0.810 0.659
C 6.155 0.818 1.073
C 6.872 2.021 1.068
C 6.277 3.240 0.719
C 4.924 3.260 0.389
C 4.202 2.057 0.326
C 2.720 2.170 0.263
O 2.157 3.420 0.067
O 1.912 1.268 0.548
H 6.621 -0.114 1.375
H 7.918 1.993 1.337
H 6.826 4.184 0.692
H 4.364 4.180 0.190
*
```



The following is a quantum chemistry calculation of C2H3FO in the gas phase, from OMol25.

Values from the calculation:
Gap between HOMO and LUMO (alpha / beta): 8.891 / 8.457 eV
Energy above the lowest of the compared OMol25 structures with the same formula, charge and spin: 493.9 kJ/mol
Lowest unoccupied orbital energy (alpha / beta): 0.5481 / 0.4804 eV

The geometry in ORCA input format:
```
! wB97M-V def2-TZVPD RIJCOSX def2/J DEFGRID3
* xyz 0 1
C -0.652 0.514 0.074
C 1.761 -0.580 -0.026
O 0.438 -0.255 -0.002
F 2.525 0.533 -0.008
H -1.593 0.109 0.356
H -0.563 1.485 -0.225
H 2.228 -1.352 0.658
*
```



The following is a quantum chemistry calculation of 2 unconnected molecules or ions with the total composition C41H53N3O4, from OMol25.

Values from the calculation:
Gap between HOMO and LUMO: 6.131 eV
Energy above the lowest of the compared OMol25 structures with the same formula, charge and spin: 0.0 kJ/mol
Lowest unoccupied orbital energy: 0.1636 eV

The geometry in ORCA input format:
```
! wB97M-V def2-TZVPD RIJCOSX def2/J DEFGRID3
* xyz 0 1
C 8.910 1.053 0.031
C 7.548 1.302 -0.570
O 6.585 1.300 0.510
C 5.352 1.765 0.191
C 4.408 1.651 1.313
C 3.236 2.267 1.214
C 2.436 2.486 2.441
O 2.307 1.665 3.330
O 1.869 3.720 2.469
C 1.093 3.980 3.665
C 0.680 5.427 3.618
O 5.050 2.250 -0.889
H 9.661 1.050 -0.760
H 9.169 1.844 0.743
H 8.952 0.089 0.548
H 7.527 2.270 -1.084
H 7.285 0.501 -1.275
H 4.716 1.093 2.192
H 2.923 2.765 0.296
H 0.223 3.311 3.661
H 1.715 3.778 4.546
H 0.021 5.655 4.458
H 1.560 6.074 3.698
H 0.148 5.673 2.694
C -0.737 -4.287 -2.392
C 0.551 -3.763 -1.767
C 1.794 -4.353 -2.435
C 0.517 -3.963 -0.250
C 0.911 -5.176 0.307
C 0.819 -5.391 1.683
C 0.315 -4.391 2.511
C -0.105 -3.170 1.979
C -0.709 -2.112 2.907
C 0.341 -1.521 3.844
C -1.924 -2.655 3.665
C 0.008 -2.959 0.596
N -0.446 -1.709 0.024
N -1.659 -1.616 -0.564
N -1.708 -0.343 -1.055
C -2.970 0.235 -1.463
C -3.746 0.942 -0.528
C -3.381 0.938 0.961
C -3.910 -0.335 1.612
C -3.823 2.205 1.696
C -4.919 1.554 -0.972
C -5.323 1.439 -2.301
C -4.562 0.703 -3.206
C -3.372 0.100 -2.801
C -2.554 -0.724 -3.802
C -2.377 -0.009 -5.143
C -3.175 -2.107 -3.981
C -0.564 0.367 -0.712
C -0.397 1.762 -1.003
C 0.308 2.578 -0.082
C 0.563 3.918 -0.353
C 0.063 4.502 -1.523
C -0.664 3.721 -2.436
C -0.885 2.371 -2.191
C 0.269 -0.492 -0.013
C 1.498 -0.257 0.581
H -1.606 -3.826 -1.907
H -0.773 -4.053 -3.463
H -0.812 -5.377 -2.275
H 0.585 -2.679 -1.933
H 2.703 -3.982 -1.951
H 1.798 -5.449 -2.401
H 1.823 -4.044 -3.486
H 1.287 -5.963 -0.349
H 1.137 -6.344 2.106
H 0.228 -4.551 3.588
H -1.059 -1.304 2.255
H 1.119 -1.005 3.271
H -0.118 -0.787 4.517
H 0.813 -2.305 4.453
H -2.685 -3.009 2.959
H -1.648 -3.493 4.318
H -2.374 -1.867 4.280
H -2.284 0.910 1.019
H -3.511 -1.218 1.097
H -3.620 -0.388 2.668
H -5.007 -0.371 1.552
H -3.434 3.098 1.192
H -4.915 2.280 1.756
H -3.426 2.200 2.717
H -5.531 2.110 -0.261
H -6.245 1.915 -2.631
H -4.883 0.590 -4.243
H -1.557 -0.850 -3.358
H -1.978 1.002 -4.999
H -1.670 -0.563 -5.770
H -3.329 0.067 -5.682
H -3.339 -2.588 -3.009
H -4.145 -2.029 -4.489
H -2.520 -2.751 -4.577
H 0.653 2.109 0.840
H 1.158 4.504 0.350
H 0.244 5.559 -1.722
H -1.050 4.171 -3.353
H -1.426 1.746 -2.906
H 2.003 0.649 0.294
H 1.970 -1.084 1.099
*
```



The following is a quantum chemistry calculation of a molecular structure, C7H16AlO4P, from OMol25.

Values from the calculation:
Gap between HOMO and LUMO: 2.674 eV
Lowest unoccupied orbital energy: -13.5837 eV

The geometry in ORCA input format:
```
! wB97M-V def2-TZVPD RIJCOSX def2/J DEFGRID3
* xyz 2 1
C -0.834 -2.168 0.869
C -1.857 -1.994 -0.424
C -2.964 -0.800 -0.231
O -4.109 -1.132 0.427
O -2.870 0.579 -0.737
C -1.718 1.304 -0.176
C -0.534 1.303 -1.325
C 0.992 1.395 -0.732
C 1.722 -0.063 -1.040
O 2.096 -0.574 0.304
P 2.020 0.650 1.560
O 1.236 1.911 0.624
H 0.234 -2.410 0.408
H -0.828 -1.237 1.583
H -1.136 -3.141 1.489
H -2.476 -3.013 -0.469
H -1.268 -1.905 -1.445
H -1.370 0.940 0.881
H -2.041 2.446 -0.050
H -0.792 2.178 -2.094
H -0.698 0.301 -1.952
H 1.578 2.106 -1.486
H 2.605 0.032 -1.803
H 1.038 -0.921 -1.456
H 2.398 -0.469 2.424
H 0.679 0.341 2.023
H 2.220 1.539 2.685
H 3.394 1.000 1.203
Al 3.282 1.800 -1.059
*
```



The following is a quantum chemistry calculation of a molecular structure, C34H30Cl2N9O6STi, from OMol25.

Values from the calculation:
Gap between HOMO and LUMO (alpha / beta): 6.857 / 7.001 eV
Energy above the lowest of the compared OMol25 structures with the same formula, charge and spin: 86.3 kJ/mol
⟨S²⟩: 0.757
Lowest unoccupied orbital energy (alpha / beta): -0.6062 / -0.7886 eV

The geometry in ORCA input format:
```
! wB97M-V def2-TZVPD RIJCOSX def2/J DEFGRID3
* xyz 0 2
Ti -1.404 0.286 -0.502
O -1.806 -4.019 -1.466
C -0.867 -4.067 -2.427
C -0.581 -5.329 -2.961
C 0.372 -5.478 -3.945
C 1.076 -4.374 -4.428
C 0.802 -3.130 -3.907
C -0.167 -2.949 -2.912
C -0.398 -1.602 -2.372
O -1.319 -1.455 -1.466
N 0.314 -0.594 -2.810
N -0.090 0.524 -2.121
C 0.392 1.653 -2.481
C -0.083 2.804 -1.721
C 0.395 4.089 -1.908
C -0.125 5.109 -1.127
C -1.099 4.812 -0.189
C -1.519 3.499 -0.060
N -1.029 2.515 -0.812
H -1.893 -3.103 -1.141
H -1.137 -6.176 -2.577
H 0.572 -6.466 -4.345
H 1.825 -4.493 -5.202
H 1.333 -2.253 -4.255
H 1.101 1.730 -3.291
H 1.164 4.276 -2.647
H 0.232 6.125 -1.249
H -1.530 5.577 0.442
H -2.255 3.207 0.678
N -0.097 -2.674 1.051
N -0.851 -3.743 1.532
C -2.188 -3.654 1.652
N -2.763 -4.790 2.144
S -3.101 -2.302 1.306
H 0.692 -3.038 0.539
H 0.210 -2.051 1.790
H -0.386 -4.462 2.059
H -2.306 -5.673 1.982
H -3.766 -4.796 2.113
O -3.234 0.654 -1.449
N -4.229 1.036 -0.758
N -3.953 1.152 0.474
O -2.744 0.879 0.928
C -4.932 1.647 1.403
C -4.656 1.531 2.754
C -5.589 2.007 3.666
C -6.771 2.582 3.228
C -7.028 2.683 1.867
C -6.111 2.218 0.941
H -3.735 1.064 3.072
H -5.386 1.919 4.726
H -7.496 2.950 3.945
H -7.951 3.131 1.520
H -6.301 2.292 -0.121
Cl 3.802 1.832 -1.445
C 4.043 0.112 -1.344
C 4.501 -0.533 -2.478
C 4.656 -1.908 -2.483
C 4.360 -2.630 -1.339
C 3.935 -1.968 -0.203
Cl 3.624 -2.900 1.237
C 3.748 -0.577 -0.155
N 3.218 0.024 0.972
C 3.678 1.229 1.551
C 5.036 1.540 1.509
C 5.516 2.721 2.042
C 4.635 3.600 2.656
C 3.289 3.278 2.719
C 2.777 2.104 2.165
C 1.270 1.902 2.266
C 0.729 0.528 1.894
O 0.935 -0.408 2.660
O 0.099 0.437 0.772
H 4.705 0.057 -3.363
H 4.993 -2.416 -3.378
H 4.470 -3.707 -1.310
H 2.742 -0.598 1.607
H 5.713 0.834 1.038
H 6.574 2.947 1.991
H 4.994 4.528 3.088
H 2.599 3.962 3.205
H 0.770 2.657 1.656
H 0.987 2.071 3.305
*
```



The following is a quantum chemistry calculation of a gas-phase ion, C4H10N2O (charge +1), from OMol25.

Values from the calculation:
Gap between HOMO and LUMO (alpha / beta): 10.790 / 5.662 eV
Energy above the lowest of the compared OMol25 structures with the same formula, charge and spin: 182.1 kJ/mol
⟨S²⟩: 0.757
Lowest unoccupied orbital energy (alpha / beta): -3.1011 / -8.1176 eV

The geometry in ORCA input format:
```
! wB97M-V def2-TZVPD RIJCOSX def2/J DEFGRID3
* xyz 1 2
C 0.806 0.129 0.352
C 0.441 -1.343 0.684
C 1.680 -2.246 0.530
O 2.555 -1.959 -0.237
N -0.025 0.682 -0.691
C -1.439 0.922 -0.353
N -1.500 2.352 -0.491
H 1.841 0.149 0.025
H 0.672 0.770 1.227
H -0.049 -1.551 1.633
H -0.223 -1.679 -0.120
H 1.815 -3.106 1.201
H -0.131 0.201 -1.572
H -2.157 0.417 -0.995
H -1.626 0.624 0.682
H -2.013 2.729 -1.282
H -0.649 2.908 -0.590
*
```



| no. | DFT total energy (eV) |
| --- | --- |
| 1 | -170477.112 |
| 2 | -6290.403 |
| 3 | -66484.240 |
| 4 | -89593.423 |
| 5 | -21601.518 |
| 6 | -108619.509 |
| 7 | -6882.824 |
| 8 | -56036.096 |
| 9 | -31563.167 |
| 10 | -120438.597 |
| 11 | -9328.041 |